Density functional theory data (ωB97M-V/def2-TZVPD) for a single C4H10N2OS molecule in a non-equilibrium geometry.

Electronic energy ... -20168.2927 eV
Energy relative to the best compared isomer or geometry (same formula, charge and spin) ... 129.8 kcal/mol
Total charge ... 0
Gap between HOMO and LUMO ... 4.7176 eV
Multiplicity ... 1
E_LUMO ... -3.10 eV

Each line ends with the natural charge from an NBO analysis.
Cartesian coordinates (Å):
O -0.01 1.21 -0.85  -0.73
C -0.26 -0.04 -0.31  0.15
N 0.82 -0.79 -0.17  -0.17
C 1.99 -0.42 -0.89  -0.12
N 2.98 0.00 0.12  -0.79
C -1.10 0.04 0.99  -0.41
C -2.59 -0.03 0.66  -0.56
S -3.07 0.98 -0.75  -0.26
H -0.86 -0.63 -1.11  0.31
H 1.88 0.33 -1.60  0.20
H 2.43 -1.30 -1.35  0.21
H 2.64 0.41 0.97  0.38
H 3.73 -0.66 0.22  0.38
H -0.87 -0.82 1.62  0.23
H -0.84 0.98 1.50  0.23
H -3.11 0.20 1.59  0.24
H -2.86 -1.04 0.34  0.21
H -0.91 1.58 -0.99  0.50

Density functional theory data (ωB97M-V/def2-TZVPD) for a single C4H10N2OS molecule.

Electronic energy ... -20172.4744 eV
SMILES ... [H]/N=C(/CO)N(S)CC
Energy relative to the best compared isomer or geometry (same formula, charge and spin) ... 33.4 kcal/mol
Total charge ... 0
Gap between HOMO and LUMO ... 10.0617 eV
Multiplicity ... 1
E_LUMO ... 0.54 eV

Each line ends with the natural charge from an NBO analysis.
Cartesian coordinates (Å):
H -1.90 0.46 0.33  0.35
N -1.26 1.24 0.23  -0.76
C -0.10 0.95 -0.22  0.45
C 0.87 2.13 -0.33  -0.12
O 0.24 3.32 0.01  -0.72
N 0.32 -0.31 -0.64  -0.59
S 1.94 -0.62 -1.03  0.21
C -0.58 -1.47 -0.49  -0.22
C -0.62 -2.03 0.93  -0.63
H 1.74 1.95 0.31  0.18
H 1.27 2.15 -1.36  0.19
H -0.66 3.07 0.27  0.50
H 2.42 -0.87 0.19  0.09
H -1.57 -1.16 -0.85  0.20
H -0.23 -2.23 -1.20  0.22
H -0.93 -1.29 1.67  0.22
H -1.30 -2.88 0.98  0.22
H 0.36 -2.42 1.21  0.21

Density functional theory data (ωB97M-V/def2-TZVPD) for a molecular structure, C4H10N2OS in a non-equilibrium geometry.

Electronic energy ... -20163.6875 eV
Energy relative to the best compared isomer or geometry (same formula, charge and spin) ... 236.0 kcal/mol
Total charge ... 0
Gap between HOMO and LUMO ... 8.7880 eV
Multiplicity ... 1
E_LUMO ... 0.25 eV

Each line ends with the natural charge from an NBO analysis.
Cartesian coordinates (Å):
C 1.14 -1.32 -0.97  -0.64
C 0.11 -0.16 -1.30  0.02
C -1.36 -0.71 -1.24  -0.65
C 0.08 1.49 0.57  0.37
H 0.88 -1.81 0.07  0.20
H 2.10 -0.81 -1.22  0.24
H 0.83 -2.16 -1.72  0.23
H 0.21 0.07 -2.41  0.21
H -1.82 -0.28 0.07  0.23
H -2.17 -0.30 -2.38  0.25
H -1.18 -2.07 -1.32  0.22
H 0.36 -0.70 1.60  0.47
H 0.84 2.19 2.59  0.35
H -0.99 0.92 3.14  0.32
N 0.07 0.50 1.49  -0.52
N 0.33 0.93 2.87  -0.70
O 0.22 1.14 -0.84  -0.50
S 0.35 3.07 1.02  -0.10

Density functional theory data (ωB97M-V/def2-TZVPD) for a single C4H10N2OS molecule in a non-equilibrium geometry.

Electronic energy ... -20172.0343 eV
SMILES ... CNC(=O)[C@@H](N)CS
Energy relative to the best compared isomer or geometry (same formula, charge and spin) ... 43.6 kcal/mol
Total charge ... 0
Gap between HOMO and LUMO ... 9.5580 eV
Multiplicity ... 1
E_LUMO ... 0.81 eV

Each line ends with the natural charge from an NBO analysis.
Cartesian coordinates (Å):
C 1.16 -1.49 2.56  -0.40
N 0.48 -0.24 2.27  -0.62
C 0.03 0.37 1.12  0.67
O -0.28 1.54 1.24  -0.62
C 0.00 -0.38 -0.27  -0.16
N -0.34 -1.81 -0.31  -0.83
C -0.91 0.47 -1.07  -0.57
S -0.06 1.01 -2.59  -0.06
H 1.89 -1.41 3.30  0.20
H 1.66 -1.82 1.63  0.22
H 0.43 -2.28 2.96  0.18
H 0.37 0.34 3.17  0.40
H 1.15 -0.32 -0.64  0.24
H -1.14 -2.08 0.04  0.36
H -0.20 -2.14 -1.28  0.37
H -1.86 0.02 -1.35  0.23
H -1.18 1.42 -0.52  0.29
H -0.64 0.30 -3.53  0.11

> gap between HOMO and LUMO of number 1 (C4H10N2OS)?

4.7176 eV